This record from the OMol25 dataset describes a gas-phase ion, C5H11N2 (charge +1) in a non-equilibrium geometry. The level of theory is ωB97M-V/def2-TZVPD.

Values from the calculation:
HOMO-LUMO gap ... 0.345 Eh
Total charge ... +1

CARTESIAN COORDINATES (ANGSTROEM)
C 2.7790 0.5945 0.0656
C 1.7554 -0.3633 -0.1028
N 0.5705 0.0055 -0.3661
C -0.4586 -1.0150 -0.4897
C -1.6690 -0.6330 0.3559
C -2.4321 0.5454 -0.1512
N -1.5728 0.6497 0.9705
H 3.3427 0.5657 1.0085
H 2.2842 1.5328 -0.0604
H 3.5233 0.5859 -0.7142
H 2.0061 -1.4028 -0.2711
H 0.2682 0.9505 -0.0496
H 0.0635 -2.0094 -0.2625
H -0.8712 -1.0059 -1.5302
H -2.0290 -1.5076 0.8049
H -3.5585 0.5915 -0.0217
H -2.1109 1.0736 -1.1198
H -1.8910 0.8418 1.9340



This record from the OMol25 dataset describes C8H15N3OS in the gas phase in a non-equilibrium geometry. The level of theory is ωB97M-V/def2-TZVPD.

Values from the calculation:
HOMO-LUMO gap ... 0.290 Eh

CARTESIAN COORDINATES (ANGSTROEM)
C -2.1867 -0.9342 1.2977
C -1.3229 -1.2487 0.0290
C -2.2322 -2.1234 -0.8704
C -0.7235 0.0153 -0.5295
S -1.9862 1.0081 -1.5140
C -1.6198 2.4399 -0.5235
C -0.6376 2.2376 0.3381
N -0.2087 0.8741 0.4666
N 1.0903 0.6160 1.0602
C 2.2529 0.9900 0.2765
C 2.8929 -0.1910 -0.3075
N 4.2443 0.0282 -0.6105
O 2.3838 -1.2141 -0.6466
H -3.2000 -0.6511 0.8289
H -1.6793 -0.0522 1.5712
H -2.3457 -1.5454 2.1715
H -0.5309 -1.9283 0.1884
H -2.8467 -1.5617 -1.6101
H -2.6995 -2.8187 -0.1229
H -1.7554 -2.7057 -1.5071
H 0.0122 -0.2639 -1.1958
H -2.3329 3.2031 -0.6647
H -0.2010 2.8862 1.1190
H 1.1166 -0.4295 1.3310
H 2.0074 1.7931 -0.5607
H 3.0452 1.4410 0.9540
H 4.6176 0.8537 -0.2344
H 4.8458 -0.7187 -0.7342



This record from the OMol25 dataset describes C3H7NO2 in the gas phase. The level of theory is ωB97M-V/def2-TZVPD.

Values from the calculation:
HOMO-LUMO gap ... 0.382 Eh

CARTESIAN COORDINATES (ANGSTROEM)
C -1.5868 0.2053 -0.1811
C -0.2966 -0.1484 0.5446
O 0.0100 -1.5349 0.4584
C 0.8603 0.7376 0.0622
N 1.9486 0.0529 -0.3702
O 0.7698 1.9549 0.0820
H -1.7478 1.2852 -0.1490
H -2.4376 -0.3029 0.2828
H -1.5311 -0.0952 -1.2363
H -0.4077 0.0823 1.6108
H -0.3672 -1.8696 -0.3659
H 1.9912 -0.9380 -0.1867
H 2.7948 0.5706 -0.5514



E_HOMO per entry: -13.79 -7.21 -9.60 eV
Energy above the lowest of the compared OMol25 structures with the same formula, charge and spin per entry: 49.0 50.5 9.1 kcal/mol
E_LUMO per entry: -4.39 0.69 0.79 eV